15
Properties=species:S:1:pos:R:3 method="wB97M-V/def2-TZVPD" e_tot_ha=-1944.9416 charge=0
C 1.12 0.76 -1.65
C -0.85 -1.22 -0.97
N -0.38 1.27 0.76
O -1.68 1.29 2.92
O -0.80 -0.79 1.80
P 0.28 -0.06 -0.27
S -0.66 0.62 2.16
Cl 1.71 -0.93 0.72
Cl 0.96 0.73 3.30
H 0.28 1.44 -1.90
H 1.89 1.30 -1.24
H 1.32 -0.05 -2.24
H -0.69 -1.14 -1.99
H -0.62 -2.18 -0.70
H -1.89 -1.04 -0.69